(1)
Formula: C8H17N2
Source: OMol25
Level of theory: the ωB97M-V functional and the def2-TZVPD basis

XYZ file:
```
27
Properties=species:S:1:pos:R:3:lowdin_charge:R:1
C 2.3292 0.3001 -0.2811 0.01
C 1.3597 -0.8661 1.6201 -0.09
C -0.1811 -0.4784 1.2433 -0.16
C 2.6196 1.3127 -1.2856 0.04
C -0.1238 -2.1930 -1.0839 -0.06
C -2.5188 1.3929 0.7909 -0.06
C -0.9387 -0.8953 -1.0816 -0.19
C -1.1931 1.3392 -0.0767 -0.20
N 2.2362 -0.2637 0.7197 0.16
N -0.4163 0.0726 -0.0119 -0.22
H 1.6105 -0.3966 2.5456 0.12
H 1.6940 -1.9200 1.8540 0.16
H -0.7850 -1.3919 1.3858 0.13
H -0.4470 0.2721 1.9868 0.12
H 1.7073 1.8283 -0.9341 0.09
H 2.5467 1.0821 -2.3508 0.11
H 3.5217 1.9695 -1.1515 0.14
H -0.4242 -2.8931 -0.3301 0.07
H -0.4182 -2.6828 -1.9470 0.06
H 0.9375 -1.8184 -1.0282 0.09
H -2.3044 1.4398 1.8651 0.06
H -3.2949 2.1664 0.6798 0.09
H -2.9963 0.4281 0.7924 0.06
H -2.0152 -1.1339 -0.9275 0.13
H -0.7296 -0.2897 -1.9633 0.11
H -0.3565 2.1571 0.1133 0.14
H -1.4194 1.4621 -1.1436 0.10
```

Calculated values
Total charge: +1
F_max (eV/A): 2.7
Orbital gap (eV): 9.10
Energy relative to the best compared isomer or geometry (same formula, charge and spin) (kcal per mole): 85.6
LUMO (eV): -3.68
SMILES: CC#[N+]CCN(CC)CC
HOMO (Ha): -0.4699

***

(2)
Formula: C8H17N2
Source: OMol25
Level of theory: the ωB97M-V functional and the def2-TZVPD basis

XYZ file:
```
27
Properties=species:S:1:pos:R:3:lowdin_charge:R:1
C 0.1776 0.8036 0.1394 -0.09
C 1.3804 0.9065 -0.3538 -0.34
C -2.0450 -1.9506 -1.4392 -0.24
C 2.5627 0.8974 0.4325 -0.04
C 1.6132 0.9603 -1.8739 -0.02
C -1.7813 -2.9414 -2.4408 -0.04
C -1.5071 1.5212 1.6219 0.00
C -0.1238 -0.4500 2.1578 0.03
N -2.1698 -1.0810 -0.6965 0.16
N -0.1715 0.9269 1.5397 -0.19
H 2.9069 -0.0462 0.6435 0.08
H 2.3615 1.2205 1.3813 0.05
H 3.4174 1.5010 -0.0671 0.15
H 1.9280 2.0354 -1.9612 0.11
H 0.7789 0.6236 -2.5677 0.10
H 2.4220 0.1908 -2.0498 0.10
H -1.5556 -2.6720 -3.3810 0.04
H -2.7758 -3.5204 -2.4289 0.13
H -1.0876 -3.6532 -2.0243 0.09
H -1.6825 1.5832 2.6970 0.11
H -1.5482 2.4787 1.0626 0.13
H -2.2058 0.8438 1.0166 0.11
H -0.7444 -1.0854 1.5974 0.06
H 0.8813 -0.7988 2.1030 0.10
H -0.7797 -0.4606 3.1399 0.16
H -0.7963 0.8305 -0.3582 0.10
H 0.5446 1.3361 2.1098 0.16
```

Calculated values
Total charge: +1
F_max (eV/A): 5.8
Orbital gap (eV): 11.03
Energy relative to the best compared isomer or geometry (same formula, charge and spin) (kcal per mole): 70.9
LUMO (eV): -2.53
HOMO (Ha): -0.4982

***

(3)
Formula: C8H17N2O
Source: OMol25
Level of theory: the ωB97M-V functional and the def2-TZVPD basis

XYZ file:
```
28
Properties=species:S:1:pos:R:3:lowdin_charge:R:1
N -1.4473 -0.9041 2.8408 0.11
C -1.3426 0.5516 2.9727 -0.41
O -1.5277 1.0386 4.1223 0.03
C -0.9772 1.5658 1.7926 -0.10
C -1.4857 1.0533 0.3259 -0.14
C -0.3136 0.1172 -0.2780 -0.31
C -0.7895 -0.8200 -1.4909 -0.14
C 0.5440 -1.4502 -2.1620 -0.15
C 1.8869 -1.2219 -1.3214 -0.13
N 2.1141 0.1931 -0.8590 0.02
C 0.8729 1.0530 -0.8892 -0.09
H -1.5752 -1.1695 1.8566 0.06
H -0.6683 -1.4007 3.2885 0.10
H -1.2655 2.6432 2.0095 0.13
H 0.1765 1.5601 1.7127 0.11
H -2.4674 0.4936 0.4538 0.13
H -1.6088 2.0121 -0.3030 0.13
H 0.1005 -0.4730 0.6243 0.13
H -1.2584 -0.1496 -2.3047 0.13
H -1.5241 -1.6376 -1.1981 0.13
H 0.7114 -1.1356 -3.2427 0.12
H 0.3793 -2.5915 -2.1913 0.13
H 1.8284 -1.9171 -0.4054 0.15
H 2.8313 -1.5423 -1.8916 0.15
H 2.3810 0.1312 0.1471 0.19
H 2.8860 0.6829 -1.3586 0.19
H 0.5539 1.2980 -1.9675 0.16
H 0.9851 2.0194 -0.2836 0.15
```

Calculated values
Total charge: +1
F_max (eV/A): 4.5
Orbital gap (eV): 9.05
Energy relative to the best compared isomer or geometry (same formula, charge and spin) (kcal per mole): 40.9
LUMO (eV): -3.58
SMILES: NC(=O)CC[C@H]1CCC[NH2+]C1
HOMO (Ha): -0.4644

***

(4)
Formula: C8H17N2O7OsP2Si
Source: OMol25
Level of theory: the ωB97M-V functional and the def2-TZVPD basis

XYZ file:
```
38
Properties=species:S:1:pos:R:3:lowdin_charge:R:1
Os 0.8265 1.0086 0.3660 1.29
O 4.3947 -1.0427 -0.6989 -0.05
P 3.4831 0.0022 0.0224 0.24
O 4.0368 1.3419 0.2647 -0.25
O 2.1324 -0.0199 -0.7483 -0.40
O 3.1385 -0.7262 1.4652 -0.22
P 1.7486 -0.4474 2.1944 0.24
O 1.9173 -0.9923 3.6326 -0.01
O 1.5061 1.0949 2.2364 -0.34
O 0.6034 -0.9393 1.3346 -0.34
H 5.3388 -0.8664 -0.5867 0.12
H 2.2535 -1.8896 3.7588 0.13
N 0.9139 3.9219 0.6358 0.01
N 1.5151 2.9024 -0.1901 -0.16
H 1.2683 4.8330 0.3569 0.10
H 1.2321 3.7525 1.5858 0.08
H 2.5386 2.8440 -0.0880 0.09
H 1.3176 3.1403 -1.1585 0.11
C -2.4664 1.5341 0.7939 -0.17
Si -1.3881 0.4698 -0.2933 0.60
C -0.6557 1.2933 -1.8527 -0.19
C -1.9088 -1.2624 -0.5551 -0.30
C -3.1887 -1.7060 -0.2166 -0.08
C -3.5686 -3.0136 -0.4784 -0.07
C -2.6695 -3.8858 -1.0748 -0.06
C -1.3899 -3.4591 -1.4112 -0.06
C -1.0111 -2.1536 -1.1544 -0.10
H -3.4459 1.6453 0.3180 0.05
H -2.0583 2.5359 0.9381 0.03
H -2.6150 1.0620 1.7652 0.05
H -1.3877 1.0599 -2.6336 0.07
H 0.2827 0.8552 -2.2170 0.04
H -0.5714 2.3772 -1.7976 0.03
H -3.8969 -1.0340 0.2550 0.10
H -4.5623 -3.3510 -0.2168 0.11
H -2.9658 -4.9065 -1.2782 0.11
H -0.6925 -4.1470 -1.8700 0.11
H -0.0054 -1.8318 -1.4034 0.10
```

Calculated values
Total charge: +1
F_max (eV/A): 0.8
Orbital gap (eV): 8.14
Energy relative to the best compared isomer or geometry (same formula, charge and spin) (kcal per mole): 17.4
LUMO (eV): -4.13
HOMO (Ha): -0.4507

***

(5)
Formula: C8H17N2OS3Sb2Se4SiW
Source: OMol25
Level of theory: the ωB97M-V functional and the def2-TZVPD basis

XYZ file:
```
39
Properties=species:S:1:pos:R:3:lowdin_charge:R:1
W -0.1817 -0.2700 0.9543 -0.21
S 0.1262 -0.8130 3.0903 0.08
Sb -2.0193 -2.3178 1.5871 0.69
S -2.3725 0.0329 0.9668 -0.04
S -0.2702 -2.2202 -0.1249 -0.04
N 2.1878 -0.6779 0.3556 0.00
C 2.8670 -0.4887 -0.5900 -0.31
N 3.4637 -0.1357 -1.6516 -0.07
C 4.6821 0.6719 -1.6400 -0.12
C 5.8058 -0.1430 -2.2876 -0.19
O 5.4562 -0.5946 -3.5668 -0.12
C 4.2916 -1.3837 -3.5770 -0.18
C 3.0942 -0.6352 -2.9821 -0.14
H 4.9577 0.9278 -0.6146 0.14
H 4.4807 1.5775 -2.2368 0.05
H 6.0746 -0.9863 -1.6284 0.13
H 6.6833 0.4896 -2.4243 0.13
H 4.4711 -2.3272 -3.0326 0.13
H 4.0887 -1.5884 -4.6290 0.13
H 2.2251 -1.2953 -2.9113 0.13
H 2.8663 0.2319 -3.6393 0.03
Se 0.3197 0.8937 -4.8663 0.06
Sb 0.2371 2.1038 -2.7443 -0.31
Se -1.2847 3.9634 -3.0247 -0.12
Se 2.3979 3.0664 -3.2851 0.12
Se -0.0579 0.8639 -0.7929 0.18
C 2.0738 1.9229 3.4170 -0.25
Si 1.0144 1.8413 1.8442 0.42
C 2.1319 2.8311 0.5340 -0.24
C -0.5799 2.9664 2.0256 -0.21
H 2.3662 2.9529 3.5755 0.03
H 2.9671 1.3161 3.3177 0.03
H 1.5219 1.5679 4.2809 0.00
H 2.9396 3.3259 1.0648 0.02
H 1.5572 3.5910 -0.0073 0.02
H 2.5994 2.1835 -0.2167 -0.04
H -0.8429 3.0624 3.0773 0.03
H -1.4733 2.5794 1.5028 -0.02
H -0.4068 3.9696 1.6358 0.04
```

Calculated values
<S²>: 0.762
F_max (eV/A): 6.9
Orbital gap (alpha / beta) (eV): 4.62 / 4.57
Multiplicity: 2
LUMO (alpha / beta) (eV): -2.74 / -2.74
HOMO (alpha / beta) (Ha): -0.2704 / -0.2689

***

(6)
Formula: C8H17N3O
Source: OMol25
Level of theory: the ωB97M-V functional and the def2-TZVPD basis

XYZ file:
```
29
Properties=species:S:1:pos:R:3:lowdin_charge:R:1
C 3.0182 1.2653 1.1372 -0.11
C 2.5647 -0.1842 1.2979 -0.20
C 1.7578 -0.6364 0.1200 -0.48
C 3.8753 -0.6305 -1.2533 -0.10
C -3.9380 -1.6018 0.2230 -0.15
C -3.8219 -0.2751 -0.3989 -0.29
C -2.7137 0.6390 0.0342 -0.28
C -2.6183 1.9439 -0.6131 -0.12
H 3.5705 1.5177 0.2256 0.05
H 2.1600 1.9584 1.1098 0.08
H 3.6848 1.4575 1.9826 0.07
H 3.4619 -0.8012 1.4114 0.11
H 1.9435 -0.3021 2.1897 0.11
H 0.1218 -1.1582 -0.6745 0.04
H 1.8802 -0.8143 -1.8677 0.12
H 4.2032 -1.5914 -0.8120 0.08
H 4.4704 0.1411 -0.7422 0.06
H 4.0999 -0.6519 -2.3327 0.09
H -3.2194 -1.8454 1.0275 0.11
H -4.2933 -2.4668 -0.3737 0.11
H -4.5931 -0.2028 1.4804 0.09
H -4.1740 -0.1155 -1.4317 0.15
H -2.3100 0.5149 1.0520 0.15
H -3.3086 2.2216 -1.4321 0.12
H -2.1592 2.7824 -0.0927 0.11
N 0.5540 -1.0521 0.2408 0.13
N 2.4269 -0.4464 -1.0956 -0.03
N -4.8915 -0.5446 0.5651 0.02
O -1.7523 0.8792 -0.9772 -0.06
```

Calculated values
F_max (eV/A): 1.2
Orbital gap (eV): 9.72
Energy relative to the best compared isomer or geometry (same formula, charge and spin) (kcal per mole): 60.5
LUMO (eV): 0.95
SMILES: C1O[C@@H]1[C@H]1CN1.[H]/N=C(/CC)NC
HOMO (Ha): -0.3225

***

(7)
Formula: C8H17N4
Source: OMol25
Level of theory: the ωB97M-V functional and the def2-TZVPD basis

XYZ file:
```
29
Properties=species:S:1:pos:R:3:lowdin_charge:R:1
C 1.5190 -2.2797 0.9023 -0.05
C 2.7428 -2.4650 0.1664 -0.15
C 1.9818 -0.4939 -0.9876 -0.28
C 0.6338 -1.3062 0.7492 -0.33
C -3.0642 0.4484 -0.2772 -0.06
C -1.2917 2.1419 -0.9570 0.01
C -2.2605 2.2583 1.2791 -0.08
C -2.1458 1.6009 -0.0162 -0.48
N 2.9653 -1.4083 -0.8470 0.12
N 0.8268 -0.4268 -0.3084 0.18
N 2.3960 0.5123 -1.8773 0.18
N -0.3321 -0.8997 1.6792 0.16
H 1.3932 -2.9983 1.6661 0.12
H 3.6607 -2.3799 0.7814 0.14
H -4.1055 0.7930 -0.1249 0.10
H -2.8999 -0.3467 0.3847 0.05
H -3.0099 0.2579 -1.3981 0.11
H -0.5961 2.7906 -0.5900 0.02
H 2.7750 -3.4657 -0.3350 0.14
H -1.3502 1.8289 -2.1052 0.12
H -1.8363 1.5045 2.0354 0.10
H -3.3494 2.3361 1.5840 0.12
H -1.7536 3.2008 1.4665 0.09
H 3.7220 -1.2658 -1.4663 0.14
H 0.1972 0.3786 -0.5016 0.13
H 3.1801 0.3007 -2.4661 0.11
H 1.6846 1.2688 -1.9840 0.13
H -1.0273 -0.3010 1.2049 0.05
H -0.6560 -1.5848 2.3425 0.12
```

Calculated values
Total charge: +1
F_max (eV/A): 5.2
Orbital gap (eV): 9.13
Energy relative to the best compared isomer or geometry (same formula, charge and spin) (kcal per mole): 9.8
LUMO (eV): -2.71
HOMO (Ha): -0.4354